Entry 1:
2 unconnected molecules or ions with the total composition C5H10N, computed with the ωB97M-V functional and the def2-TZVPD basis.

Values from the calculation:
HOMO-LUMO gap = 9.9 eV
total charge = +1
F_max = 4.5 eV Å⁻¹
lowest unoccupied orbital energy = -4.492 eV
energy = -250.8879 a.u.
HOMO energy = -0.5306 Ha

Positions of all 16 atoms, in Å:
C: 3.1358 -0.4386 -0.7681
C: 3.9897 -0.0008 -0.0148
C: -0.7073 -0.9128 -0.2819
C: -2.1477 -0.7914 -0.1731
C: -0.1362 1.3385 0.5618
N: 0.0678 -0.0662 0.2067
H: 1.0908 -0.0802 0.1838
H: 2.4176 -0.7384 -1.5760
H: 4.6147 0.4925 0.6200
H: -0.2991 -1.8275 -0.6225
H: -2.7196 -1.1248 -0.9877
H: -2.6546 0.1626 0.1530
H: -2.4376 -1.4333 0.7894
H: -1.0634 1.8047 0.8752
H: 0.3519 1.9975 -0.1786
H: 0.3935 1.5021 1.4441



Entry 2:
A gas-phase ion, C5H10N (charge +1), computed with the ωB97M-V functional and the def2-TZVPD basis.

Values from the calculation:
HOMO-LUMO gap = 9.1 eV
total charge = +1
F_max = 2.1 eV Å⁻¹
SMILES = C=[NH+]C(=C)CC
lowest unoccupied orbital energy = -5.639 eV
energy = -250.9544 a.u.
HOMO energy = -0.5402 Ha

Positions of all 16 atoms, in Å:
C: -1.7760 0.8706 -0.1023
N: -0.7047 0.9711 0.5920
C: 0.5166 0.2369 0.3219
C: 1.5229 0.6447 1.0932
C: 0.6188 -0.5244 -0.9615
C: -0.0132 -1.9360 -0.7931
H: -2.5644 1.6007 0.0403
H: -1.8850 0.0608 -0.7985
H: -0.7066 1.2866 1.5623
H: 2.4904 0.2328 0.8483
H: 1.4339 1.4050 1.8558
H: 0.0953 0.0823 -1.7055
H: 1.6646 -0.5655 -1.2396
H: 0.7903 -2.6574 -0.6796
H: -0.6532 -2.2041 -1.6293
H: -0.6549 -1.9479 0.0896